(1)
C21H31Cl3O15 | the ωB97M-V functional and the def2-TZVPD basis

Each line ends with the natural charge from an NBO analysis.
CARTESIAN COORDINATES (ANGSTROEM)
C -3.882 -2.608 3.406  -0.630
C -3.968 -1.142 2.870  0.046
C -3.034 -0.926 1.737  -0.096
O -3.841 -0.274 0.772  -0.497
C -5.133 -0.170 1.226  0.966
O -6.080 0.456 0.685  -0.586
O -5.291 -0.845 2.388  -0.467
H -4.608 -2.851 4.181  0.244
H -2.975 -2.651 4.009  0.214
H -3.690 -3.367 2.647  0.210
H -3.656 -0.516 3.706  0.204
H -2.632 -1.840 1.300  0.192
H -2.221 -0.275 2.062  0.184
C 2.460 1.232 1.327  -0.649
C 3.442 1.021 0.196  0.082
C 2.871 1.408 -1.152  -0.085
O 3.862 2.100 -1.799  -0.476
C 4.777 2.528 -0.897  0.975
O 5.707 3.279 -1.234  -0.578
O 4.400 2.038 0.294  -0.503
H 1.470 0.793 1.206  0.221
H 2.406 2.277 1.631  0.241
H 2.884 0.706 2.182  0.213
H 4.018 0.096 0.147  0.178
H 1.989 1.992 -0.888  0.196
H 2.490 0.533 -1.678  0.180
C -0.285 1.539 4.334  -0.645
C -0.342 0.044 4.814  0.074
C 0.518 -0.099 6.086  -0.097
O -0.281 -0.897 6.930  -0.472
C -1.517 -0.944 6.504  0.964
O -2.478 -1.345 7.164  -0.590
O -1.645 -0.232 5.416  -0.501
H 0.596 1.978 3.867  0.239
H -0.588 2.160 5.177  0.225
H -1.128 1.656 3.652  0.224
H -0.095 -0.686 4.043  0.187
H 0.674 0.889 6.518  0.193
H 1.445 -0.521 5.697  0.201
C 2.248 -1.784 -3.638  -0.628
C 2.571 -1.156 -4.955  0.054
C 1.764 -1.493 -6.164  -0.085
O 1.365 -0.286 -6.632  -0.480
C 1.751 0.718 -5.770  0.960
O 1.580 1.951 -5.928  -0.588
O 2.478 0.230 -4.825  -0.454
H 2.281 -2.874 -3.642  0.226
H 1.287 -1.412 -3.282  0.214
H 3.022 -1.552 -2.906  0.226
H 3.621 -1.354 -5.171  0.186
H 0.879 -2.041 -5.840  0.170
H 2.284 -2.125 -6.885  0.200
C -1.657 0.179 -2.064  -0.640
C -0.864 1.151 -3.023  0.080
C -1.694 2.301 -3.604  -0.091
O -0.858 3.425 -3.454  -0.489
C 0.239 3.144 -2.656  0.988
O 1.063 3.950 -2.300  -0.560
O 0.181 1.808 -2.297  -0.524
H -2.116 0.605 -1.172  0.233
H -1.010 -0.647 -1.770  0.212
H -2.505 -0.234 -2.611  0.221
H -0.474 0.607 -3.883  0.171
H -2.587 2.425 -2.992  0.187
H -1.866 2.182 -4.674  0.207
Cl 1.155 -1.714 -0.468  0.013
C 0.120 -2.927 0.321  -0.275
Cl -1.451 -3.086 -0.466  0.037
Cl -0.030 -2.627 2.067  0.010
H 0.585 -3.900 0.163  0.237

**Molecular weight**: 629.8 Da
**Gap between HOMO and LUMO**: 10.3 eV
**ΔE to the lowest compared entry with this formula, charge and spin**: 160.1 kJ/mol
**HOMO**: -10.762 eV
**Structure (SMILES)**: C[C@H]1COC(=O)O1.C[C@H]1COC(=O)O1.C[C@H]1COC(=O)O1.C[C@H]1COC(=O)O1.C[C@H]1COC(=O)O1.ClC(Cl)Cl
**Total charge**: 0
**E_LUMO**: -0.498 eV
**Calculated total energy**: -90558.1797 eV



(2)
C21H31Cl3O15 | the ωB97M-V functional and the def2-TZVPD basis

Each line ends with the natural charge from an NBO analysis.
CARTESIAN COORDINATES (ANGSTROEM)
C -1.272 -5.143 2.802  -0.628
C -0.461 -5.312 1.537  0.067
C -0.696 -4.205 0.490  -0.094
O 0.604 -3.991 -0.057  -0.493
C 1.501 -4.730 0.652  0.966
O 2.629 -4.857 0.335  -0.552
O 0.954 -5.304 1.724  -0.484
H -2.325 -5.058 2.519  0.217
H -0.973 -4.244 3.335  0.225
H -1.258 -6.027 3.438  0.229
H -0.657 -6.251 1.015  0.179
H -1.204 -3.303 0.837  0.177
H -1.404 -4.616 -0.233  0.188
C -5.074 -1.742 -1.823  -0.635
C -4.319 -0.482 -2.223  0.070
C -4.082 0.549 -1.077  -0.095
O -2.683 0.665 -1.048  -0.488
C -2.102 0.054 -2.087  0.980
O -0.942 0.043 -2.331  -0.583
O -3.018 -0.764 -2.686  -0.496
H -5.951 -1.556 -1.198  0.221
H -4.369 -2.363 -1.269  0.216
H -5.529 -2.244 -2.677  0.228
H -4.868 0.054 -3.002  0.179
H -4.531 0.121 -0.182  0.185
H -4.598 1.463 -1.361  0.217
C 1.043 -1.392 -5.093  -0.628
C 2.553 -1.394 -5.013  0.065
C 3.181 -1.142 -3.640  -0.097
O 4.310 -2.024 -3.657  -0.487
C 4.155 -2.925 -4.650  0.969
O 4.856 -3.871 -4.776  -0.576
O 3.115 -2.629 -5.430  -0.484
H 0.624 -2.084 -4.357  0.216
H 0.670 -1.702 -6.071  0.224
H 0.599 -0.403 -4.977  0.230
H 2.822 -0.631 -5.756  0.172
H 2.532 -1.467 -2.827  0.194
H 3.402 -0.080 -3.567  0.201
C 1.982 2.383 3.942  -0.635
C 3.454 2.357 4.366  0.061
C 3.793 1.358 5.432  -0.093
O 4.194 0.213 4.660  -0.493
C 4.577 0.640 3.433  0.966
O 5.094 -0.008 2.596  -0.557
O 4.262 1.941 3.284  -0.491
H 1.530 1.390 3.921  0.219
H 1.960 2.766 2.925  0.231
H 1.458 2.962 4.703  0.211
H 3.713 3.353 4.730  0.191
H 2.957 1.087 6.074  0.199
H 4.613 1.668 6.082  0.188
C -1.803 6.931 0.853  -0.639
C -1.323 5.760 0.036  0.065
C -1.361 4.380 0.783  -0.087
O -2.506 3.783 0.204  -0.485
C -2.978 4.445 -0.840  0.980
O -3.898 4.052 -1.496  -0.600
O -2.321 5.611 -1.009  -0.489
H -2.085 7.808 0.279  0.238
H -0.984 7.230 1.526  0.212
H -2.582 6.718 1.590  0.217
H -0.350 5.954 -0.410  0.200
H -1.330 4.566 1.854  0.198
H -0.496 3.779 0.510  0.193
Cl 0.568 -1.245 2.391  0.017
C 0.572 -0.503 0.813  -0.289
Cl 2.009 -0.758 -0.164  0.058
Cl 0.370 1.238 0.991  -0.010
H -0.323 -0.871 0.325  0.228

**Molecular weight**: 629.8 Da
**Gap between HOMO and LUMO**: 10.6 eV
**ΔE to the lowest compared entry with this formula, charge and spin**: 0.0 kJ/mol
**HOMO**: -10.402 eV
**Structure (SMILES)**: C[C@H]1COC(=O)O1.C[C@H]1COC(=O)O1.C[C@H]1COC(=O)O1.C[C@H]1COC(=O)O1.C[C@H]1COC(=O)O1.ClC(Cl)Cl
**Total charge**: 0
**E_LUMO**: 0.166 eV
**Calculated total energy**: -90559.8391 eV



(3)
C21H31IN2O2Si2Tb | the ωB97M-V functional and the def2-TZVPD basis

Each line ends with the Löwdin spin population.
CARTESIAN COORDINATES (ANGSTROEM)
Tb -0.304 0.294 -1.526  6.397
C -4.840 -1.204 0.019  0.000
C -4.169 -0.184 0.795  -0.001
N -4.718 0.173 1.956  0.000
C -4.207 1.127 2.719  0.000
C -2.989 1.771 2.478  0.001
C -2.420 2.640 3.583  0.000
O -1.021 2.510 3.654  0.000
C -2.418 1.456 1.202  0.000
C -1.481 2.367 0.709  0.002
N -0.661 2.151 -0.303  -0.005
C 0.393 2.944 -0.709  0.003
C 1.161 3.641 0.244  0.000
C 2.491 3.930 -0.039  0.000
C 3.061 3.644 -1.246  -0.001
C 2.265 3.077 -2.263  0.000
C 0.955 2.636 -2.025  0.003
I -0.627 2.321 -3.855  0.014
C -2.863 0.347 0.451  0.001
O -2.167 -0.193 -0.523  -0.006
H -5.641 -0.779 -0.589  0.000
H -5.297 -1.915 0.775  0.000
H -4.180 -1.761 -0.682  0.000
H -4.873 1.406 3.532  0.000
H -2.832 2.266 4.538  0.000
H -2.720 3.691 3.419  0.000
H -0.611 2.970 4.391  0.000
H -1.541 3.360 1.115  0.000
H 0.760 3.955 1.186  0.000
H 3.082 4.438 0.671  0.000
H 4.087 4.017 -1.454  0.000
H 2.667 3.010 -3.283  0.000
C -1.106 -3.107 -0.375  -0.002
Si 0.402 -2.566 0.634  -0.036
C 0.053 -1.748 2.322  0.000
C 1.306 -4.103 1.105  -0.013
C 1.313 -1.270 -0.386  -0.304
Si 2.457 -1.452 -1.894  -0.031
C 1.473 -0.829 -3.438  -0.002
C 3.929 -0.344 -1.606  -0.002
C 3.087 -3.201 -2.322  -0.007
H -1.987 -2.885 0.196  0.000
H -1.082 -4.200 -0.554  0.000
H -1.188 -2.645 -1.364  0.001
H -0.748 -2.239 2.913  0.000
H -0.117 -0.668 2.176  0.000
H 0.983 -1.785 2.871  0.000
H 0.817 -5.061 0.892  -0.001
H 1.552 -4.067 2.193  -0.001
H 2.291 -4.193 0.629  0.000
H 1.664 -0.514 0.316  -0.012
H 0.953 0.147 -3.406  0.003
H 0.860 -1.623 -3.842  0.000
H 2.246 -0.624 -4.213  0.000
H 3.762 0.176 -0.689  0.000
H 4.176 0.386 -2.393  0.000
H 4.775 -0.989 -1.444  0.000
H 2.298 -3.864 -2.782  0.000
H 3.529 -3.742 -1.462  0.000
H 3.955 -3.092 -3.020  -0.001

**Molecular weight**: 685.5 Da
**Gap between HOMO and LUMO (spin up / spin down)**: 5.8 / 5.8 eV
**HOMO (spin up / spin down)**: -10.747 / -10.742 eV
**Total charge**: +1
**E_LUMO (spin up / spin down)**: -4.937 / -4.922 eV
**2S+1**: 7
**Calculated total energy**: -75638.3081 eV